Entry 1:
ORCA calculation (ωB97M-V with the def2-TZVPD basis set) on a structure of composition C30H22F4O10V3 at a distorted geometry.

Frontier orbital gap (alpha / beta)   4.8 / 6.0 eV
HOMO energy (alpha / beta)   -8.041 / -9.250 eV
Spin multiplicity   2
Total charge   0
Largest force on an atom   4.6 eV/Å
LUMO energy (alpha / beta)   -3.22 / -3.28 eV

Each line ends with the Löwdin charge.
Positions of all 69 atoms, in Å:
O 2.05 4.57 -3.48  -0.44
V 0.65 4.42 -4.13  0.80
O 0.77 4.44 -5.68  -0.45
O -1.34 3.63 0.55  -0.29
V -1.40 2.93 -0.91  1.07
O -2.89 2.40 -1.04  -0.26
O 3.61 -4.25 -3.55  -0.28
V 2.42 -3.75 -4.42  1.05
O 1.69 -4.79 -5.35  -0.30
C 0.47 -1.03 -1.67  0.05
C 0.97 -1.81 -2.80  -0.26
C 1.44 -1.04 -4.14  -0.17
O 2.22 -1.65 -4.95  -0.04
C 1.05 0.41 -4.24  0.06
C 0.47 1.00 -3.16  -0.27
C 0.25 0.32 -1.79  -0.30
O -0.12 0.98 -0.74  -0.09
O 0.04 2.24 -3.41  -0.17
O 1.12 -3.02 -2.77  0.01
H 0.24 -1.59 -0.78  0.10
H 1.12 0.98 -5.15  0.13
F -2.15 -7.34 -0.39  0.03
C -2.27 -5.97 -0.53  -0.25
C -3.37 -5.36 -1.08  -0.02
C -3.42 -3.96 -1.21  -0.05
C -2.37 -3.20 -0.68  -0.12
C -1.26 -3.80 -0.17  -0.09
C -1.23 -5.18 -0.11  -0.01
H -4.16 -5.96 -1.49  0.12
H -4.28 -3.59 -1.76  0.11
H -2.39 -2.13 -0.80  0.09
H -0.49 -3.16 0.25  0.09
H -0.37 -5.65 0.35  0.12
F 1.30 4.05 -0.27  0.00
C 2.63 3.96 -0.03  -0.26
C 3.30 2.74 -0.04  -0.02
C 4.68 2.63 0.14  -0.05
C 5.33 3.84 0.26  -0.11
C 4.70 5.04 0.43  -0.09
C 3.35 5.18 0.14  0.01
H 2.63 1.89 -0.12  0.10
H 5.26 1.71 0.12  0.11
H 6.40 3.74 0.42  0.10
H 5.19 5.93 0.81  0.11
H 2.79 6.10 0.11  0.12
F -6.63 -0.77 2.35  0.03
C -5.37 -0.23 2.09  -0.24
C -5.07 1.06 2.51  -0.03
C -3.80 1.57 2.38  -0.05
C -2.71 0.75 1.86  -0.07
C -3.06 -0.54 1.50  -0.10
C -4.36 -1.03 1.60  -0.01
H -5.89 1.53 3.02  0.12
H -3.59 2.57 2.70  0.10
H -1.69 1.08 1.79  0.07
H -2.31 -1.21 1.12  0.07
H -4.62 -2.03 1.30  0.11
F 2.75 2.22 3.49  0.05
C 1.94 1.15 3.63  -0.25
C 1.09 0.74 2.54  0.00
C 0.30 -0.35 2.74  -0.11
C 0.48 -1.11 3.90  -0.09
C 1.35 -0.74 4.93  -0.07
C 2.06 0.43 4.80  -0.03
H 0.97 1.30 1.63  0.09
H -0.36 -0.80 2.01  0.08
H -0.19 -1.95 3.97  0.10
H 1.45 -1.44 5.75  0.11
H 2.62 0.87 5.61  0.12


Entry 2:
ORCA calculation (ωB97M-V with the def2-TZVPD basis set) on an isolated molecule of C6H6O at a distorted geometry.

Frontier orbital gap   9.6 eV
HOMO energy   -9.167 eV
Total charge   0
ΔE to the lowest compared entry with this formula, charge and spin   4.176 eV
Largest force on an atom   3.7 eV/Å
LUMO energy   0.42 eV
Structure (SMILES)   O=C1CC[C@@H]2C=C12

Each line ends with the Löwdin charge.
Positions of all 13 atoms, in Å:
C 0.14 2.03 0.40  0.07
C -0.70 1.21 -0.18  -0.03
C -1.52 -0.20 -0.01  -0.29
C -0.43 -1.26 -0.08  -0.10
C 0.94 -0.59 0.09  -0.16
C 0.72 0.85 -0.35  -0.28
O -2.67 -0.30 0.17  0.13
H 0.08 2.78 1.14  0.08
H -0.56 -2.14 0.61  0.15
H -0.38 -1.77 -0.94  0.08
H 1.34 -0.63 1.08  0.09
H 1.83 -0.96 -0.57  0.14
H 1.20 0.98 -1.36  0.12


Entry 3:
ORCA calculation (ωB97M-V with the def2-TZVPD basis set) on a cluster of 2 separate species, CH4O2S2 in total at a distorted geometry.

Frontier orbital gap   9.5 eV
HOMO energy   -9.702 eV
Total charge   0
ΔE to the lowest compared entry with this formula, charge and spin   2.905 eV
Largest force on an atom   3.7 eV/Å
LUMO energy   -0.23 eV
Structure (SMILES)   C=O.SOS

Each line ends with the Löwdin charge.
Positions of all 9 atoms, in Å:
C 2.95 -0.32 0.64  -0.15
O 4.09 0.05 0.61  0.01
O -1.65 0.03 0.00  -1.12
S -3.10 0.22 0.78  0.69
S -1.20 1.06 -1.28  0.74
H 2.33 -0.62 -0.14  0.05
H 2.42 -0.52 1.66  0.10
H -2.00 0.62 -2.16  -0.20
H -3.84 -0.53 -0.12  -0.11


Entry 4:
ORCA calculation (ωB97M-V with the def2-TZVPD basis set) on a structure of composition C30H27F5N6O2PS4Tc at a distorted geometry.

Frontier orbital gap (alpha / beta)   7.4 / 5.4 eV
HOMO energy (alpha / beta)   -10.274 / -10.275 eV
Spin multiplicity   4
Total charge   +1
ΔE to the lowest compared entry with this formula, charge and spin   0.000 eV
Largest force on an atom   1.0 eV/Å
LUMO energy (alpha / beta)   -2.84 / -4.84 eV

Each line ends with the Löwdin charge.
Positions of all 76 atoms, in Å:
Tc 1.05 -0.68 -1.03  1.12
F 8.49 1.03 -1.15  0.15
C 7.17 1.00 -1.07  -0.12
C 6.48 -0.21 -1.15  -0.13
F 7.14 -1.35 -1.30  0.13
C 5.09 -0.22 -1.08  -0.21
F 4.43 -1.39 -1.21  0.06
C 4.34 0.95 -0.91  -0.47
S 2.62 1.07 -0.73  0.73
C 5.07 2.15 -0.85  -0.24
F 4.41 3.30 -0.73  0.10
C 6.45 2.19 -0.92  -0.13
F 7.09 3.35 -0.87  0.14
N -2.65 -2.40 6.13  0.12
C -1.73 -1.89 5.27  -0.31
C -2.04 -0.77 4.49  -0.01
C -1.11 -0.26 3.61  -0.06
C 0.13 -0.86 3.50  -0.30
C 0.46 -1.98 4.25  -0.06
C -0.47 -2.49 5.13  -0.02
S 1.27 -0.18 2.33  0.61
O 2.64 -0.30 2.74  -0.27
O 0.80 1.08 1.86  -0.35
N 1.10 -1.17 0.97  -0.22
C 1.76 -2.31 0.81  -0.50
N 2.03 -2.47 -0.52  -0.06
C 2.62 -3.59 -0.91  -0.11
C 2.96 -4.56 0.01  -0.02
C 2.68 -4.29 1.35  -0.07
N 2.08 -3.18 1.75  0.17
H -3.49 -1.88 6.32  0.10
H -2.38 -3.11 6.79  0.10
H -3.00 -0.30 4.59  0.11
H -1.31 0.61 3.00  0.10
H 1.43 -2.43 4.13  0.10
H -0.23 -3.36 5.73  0.11
H 2.83 -3.71 -1.97  0.12
H 3.43 -5.48 -0.29  0.11
H 2.93 -4.99 2.13  0.12
N 1.08 -0.83 -3.26  -0.09
C -0.19 -1.41 -3.72  -0.22
C -0.55 -2.58 -2.81  -0.21
N -0.57 -2.11 -1.42  -0.11
H 1.24 0.07 -3.73  0.10
H 1.85 -1.44 -3.54  0.11
H -0.14 -1.74 -4.76  0.13
H -0.97 -0.64 -3.64  0.10
H 0.22 -3.36 -2.90  0.11
H -1.51 -3.01 -3.10  0.13
H -0.58 -2.90 -0.78  0.11
H -1.45 -1.60 -1.22  -0.07
S -2.99 -0.60 -0.06  0.29
P -2.35 1.14 -0.73  0.21
S -0.35 1.21 -1.29  0.32
C -3.25 1.66 -2.24  -0.38
C -2.59 1.99 -3.42  -0.13
C -3.33 2.38 -4.52  -0.07
C -4.71 2.45 -4.45  -0.07
C -5.36 2.12 -3.27  -0.06
C -4.63 1.73 -2.16  -0.09
C -2.57 2.53 0.43  -0.39
C -2.01 3.75 0.09  -0.10
C -2.16 4.83 0.94  -0.06
C -2.87 4.69 2.12  -0.06
C -3.44 3.47 2.45  -0.07
C -3.29 2.38 1.61  -0.10
H -1.51 1.95 -3.46  0.05
H -2.82 2.63 -5.44  0.11
H -5.28 2.76 -5.31  0.11
H -6.44 2.17 -3.22  0.11
H -5.13 1.47 -1.24  0.11
H -1.46 3.84 -0.84  0.10
H -1.73 5.78 0.67  0.11
H -2.99 5.54 2.78  0.11
H -4.02 3.37 3.36  0.11
H -3.73 1.42 1.86  0.08


Entry 5:
ORCA calculation (ωB97M-V with the def2-TZVPD basis set) on a cluster of 14 separate species, C4H38N2O13 in total at a distorted geometry.

Frontier orbital gap (alpha / beta)   10.2 / 5.1 eV
HOMO energy (alpha / beta)   -13.143 / -13.129 eV
Spin multiplicity   2
Total charge   +1
ΔE to the lowest compared entry with this formula, charge and spin   0.000 eV
Largest force on an atom   3.6 eV/Å
LUMO energy (alpha / beta)   -2.90 / -7.98 eV

Each line ends with the Löwdin charge.
Positions of all 57 atoms, in Å:
C 1.38 1.04 -2.76  0.00
N 0.09 1.09 -2.12  0.09
C -0.13 -1.40 -2.26  -0.01
C -0.31 -0.14 -1.42  -0.32
C 0.43 -0.25 -0.07  -0.18
N -0.22 -1.24 0.77  0.05
H 1.40 0.28 -3.55  0.11
H 1.57 2.02 -3.21  0.11
H 2.20 0.84 -2.06  0.13
H 0.02 1.87 -1.43  0.10
H -0.61 -2.26 -1.80  0.10
H 0.93 -1.67 -2.37  0.07
H -0.54 -1.27 -3.26  0.09
H -1.38 -0.06 -1.20  0.13
H 1.48 -0.54 -0.23  0.13
H 0.49 0.72 0.45  0.11
H -1.22 -1.28 0.59  0.07
H -0.11 -0.98 1.76  0.07
H 0.27 4.06 -0.52  0.11
H -0.65 3.00 0.20  0.04
O 0.23 3.12 -0.29  -0.08
H -3.10 1.30 -1.91  0.02
H -4.49 1.56 -1.23  0.10
O -3.58 1.31 -1.05  -0.06
H -1.50 1.18 -3.26  0.03
H -2.38 2.27 -3.88  0.09
O -2.42 1.41 -3.46  -0.01
H 2.51 -2.05 1.56  0.01
H 3.39 -1.74 2.80  0.07
O 2.87 -1.31 2.11  -0.07
H -2.71 2.34 0.07  0.01
H -2.11 2.24 1.52  0.03
O -2.19 2.84 0.73  -0.07
H 3.75 -3.47 -1.72  0.08
H 2.60 -4.33 -2.23  0.08
O 2.79 -3.46 -1.86  -0.04
H 1.46 -0.55 2.94  0.02
H 0.98 0.78 3.62  0.01
O 0.65 -0.07 3.24  -0.11
H 2.62 1.87 1.18  0.05
H 1.52 2.90 0.79  0.00
O 2.28 2.75 1.40  -0.05
H -3.37 -0.08 0.03  0.02
H -4.03 -1.08 1.06  0.08
O -3.19 -0.68 0.79  -0.06
H -1.09 -3.88 0.60  0.00
H 0.27 -4.59 0.56  0.00
O -0.68 -4.72 0.41  -0.07
H 0.90 -2.70 0.58  0.00
H 2.07 -3.36 -0.28  0.02
O 1.68 -3.31 0.62  -0.10
H -2.35 0.26 2.12  0.02
H -1.04 0.64 2.89  0.01
O -1.92 0.97 2.65  -0.06
H 0.99 2.93 4.31  0.07
H 1.91 2.56 3.09  0.01
O 1.63 2.28 3.99  -0.06


Entry 6:
ORCA calculation (ωB97M-V with the def2-TZVPD basis set) on the ion C5H6N with charge +1 at a distorted geometry.

Frontier orbital gap   10.3 eV
HOMO energy   -14.661 eV
Total charge   +1
ΔE to the lowest compared entry with this formula, charge and spin   4.325 eV
Largest force on an atom   4.4 eV/Å
LUMO energy   -4.38 eV
Structure (SMILES)   C#[N+][C@@H]1C=C1C

Each line ends with the Löwdin charge.
Positions of all 12 atoms, in Å:
C -2.44 -1.29 0.01  0.33
C 0.18 0.76 -1.28  0.10
C 0.73 0.33 -0.20  -0.15
C -0.83 0.60 -0.14  -0.21
C 1.85 0.03 0.74  -0.02
N -1.66 -0.46 -0.03  0.15
H -3.19 -2.10 0.13  0.16
H -0.09 0.86 -2.38  0.16
H -1.03 1.62 0.27  0.17
H 2.03 0.60 1.73  0.13
H 2.73 0.08 0.09  0.09
H 1.69 -1.03 1.06  0.10


> largest force on an atom of number 5 (C4H38N2O13)?

3.6 eV/Å